--- P ---
A cluster of 2 separate species, C3H9N3O2 in total. Source: the OMol25 dataset; level of theory: ωB97M-V/def2-TZVPD.

The geometry in ORCA input format:
```
! RIJCOSX wB97M-V def2-TZVPD def2/J DEFGRID3
* xyz 0 1
C 1.587 -1.213 -0.371
N 0.775 -0.100 -0.801
C 0.751 1.055 -0.177
O 1.552 1.227 0.946
H 1.230 -1.640 0.568
H 2.628 -0.906 -0.238
H 1.547 -1.981 -1.142
H 0.515 1.957 -0.733
H 2.250 1.873 0.794
N -1.378 -0.476 -1.015
C -1.691 0.510 0.048
N -1.554 -0.069 1.316
O -2.622 1.269 -0.194
H -1.877 -0.320 -1.880
H -1.036 -1.393 -0.742
H -2.077 0.435 2.018
H -0.598 -0.228 1.603
*
```

Its SMILES is C/N=C\O.NC(N)=O. The LUMO energy comes out at 0.01761 Eh. As for the frontier orbital gap: 8.178 eV.

=====

--- Q ---
An isolated molecule of C3H9N3O2. Source: the OMol25 dataset; level of theory: ωB97M-V/def2-TZVPD.

The geometry in ORCA input format:
```
! RIJCOSX wB97M-V def2-TZVPD def2/J DEFGRID3
* xyz 0 1
C 0.857 -0.505 1.252
C 0.608 0.451 0.062
C 1.783 0.535 -0.884
N -0.576 0.035 -0.714
N -1.690 -0.378 0.112
O -2.665 -1.061 -0.660
N -2.404 0.907 0.576
O -2.108 1.830 -0.058
H 0.978 -1.458 0.882
H -0.110 -0.465 1.867
H 1.757 -0.201 2.009
H 0.250 1.635 0.509
H 1.563 0.978 -1.816
H 2.150 -0.615 -1.364
H 2.653 0.820 -0.348
H -0.211 -0.634 -1.389
H -2.834 -1.876 -0.037
*
```

Its SMILES is CC(C)NN(O)N=O. The LUMO energy comes out at 0.00184 Eh. As for the frontier orbital gap: 8.678 eV.

=====

So which one is most stable? That would be P, about 4.273 eV below the next structure.

=====

--- P ---
A structure of composition C3H9N3O2. Source: the OMol25 dataset; level of theory: ωB97M-V/def2-TZVPD.

The geometry in ORCA input format:
```
! RIJCOSX wB97M-V def2-TZVPD def2/J DEFGRID3
* xyz 0 1
C -1.589 -0.147 -1.375
C -0.902 -0.592 -0.087
O -1.569 -0.919 0.925
H 0.022 -1.621 -0.478
H -0.898 -0.222 -2.211
H -1.900 0.893 -1.270
H -2.465 -0.769 -1.544
C 0.451 0.198 0.204
N 0.618 0.340 1.635
N 0.748 1.319 -0.625
O 2.034 -1.440 0.620
N 1.240 -0.953 -0.324
H 1.733 -0.996 1.489
H 0.785 1.291 1.932
H -0.198 -0.053 2.114
H 1.731 1.559 -0.589
H 0.159 2.114 -0.417
*
```

The LUMO energy (alpha / beta) comes out at -0.00866 / -0.00861 Eh. As for the frontier orbital gap (alpha / beta): 8.570 / 8.571 eV.

=====

--- Q ---
An isolated molecule of C3H9N3O2. Source: the OMol25 dataset; level of theory: ωB97M-V/def2-TZVPD.

The geometry in ORCA input format:
```
! RIJCOSX wB97M-V def2-TZVPD def2/J DEFGRID3
* xyz 0 1
N 1.973 -0.798 -0.401
C 0.565 0.151 0.288
N 0.670 1.500 0.049
N 0.454 -0.187 1.620
C -0.165 -0.657 -0.693
C -1.808 0.067 -0.571
O -2.033 1.251 -0.763
O -2.816 -0.820 -0.412
H 2.531 -1.161 0.369
H 2.456 -0.256 -1.114
H 1.251 2.100 0.618
H -0.066 1.940 -0.506
H 0.703 0.472 2.344
H 0.266 -1.144 1.886
H 0.008 -0.427 -1.737
H -0.327 -1.700 -0.448
H -3.661 -0.332 -0.525
*
```

Its SMILES is NC(N)(N)CC(=O)O. The LUMO energy comes out at 0.02830 Eh. As for the frontier orbital gap: 9.054 eV.

=====

So which one is most stable? That would be Q, about 2.538 eV below the next structure.

=====

--- P ---
A structure of composition C3H9N3O2. Source: the OMol25 dataset; level of theory: ωB97M-V/def2-TZVPD.

The geometry in ORCA input format:
```
! RIJCOSX wB97M-V def2-TZVPD def2/J DEFGRID3
* xyz 0 1
C -2.012 0.230 -0.080
C -0.633 0.161 0.551
O -0.735 -0.579 1.765
O 0.058 1.313 0.686
H -0.160 -0.113 2.385
H -2.654 0.835 0.558
H -2.436 -0.771 -0.170
H -1.941 0.685 -1.066
N 0.841 -1.856 -0.047
N 1.624 1.203 -1.355
C 1.373 0.424 -0.282
N 0.377 -0.561 -0.367
H 0.434 -2.507 -0.711
H 0.518 -2.096 0.891
H 0.800 1.488 -1.869
H 2.289 1.950 -1.211
H 2.256 0.195 0.320
*
```

The LUMO energy comes out at 0.03477 Eh. As for the frontier orbital gap: 10.156 eV.

=====

--- Q ---
An isolated molecule of C3H9N3O2. Source: the OMol25 dataset; level of theory: ωB97M-V/def2-TZVPD.

The geometry in ORCA input format:
```
! RIJCOSX wB97M-V def2-TZVPD def2/J DEFGRID3
* xyz 0 1
N 1.674 0.898 1.703
N 0.635 0.556 2.526
C -0.584 0.546 2.005
N -1.088 0.427 0.561
O -0.143 1.062 -0.348
C -0.094 0.416 -1.680
C 0.215 -1.012 -1.611
O -0.999 -1.892 -1.384
H 2.493 0.674 2.258
H 1.490 0.174 0.732
H -1.389 0.260 2.546
H -2.024 0.844 0.499
H 0.705 0.917 -2.097
H -1.134 0.653 -1.860
H 0.357 -1.272 -2.655
H 0.917 -1.264 -0.873
H -1.031 -1.987 -0.321
*
```

Its SMILES is N/N=C\NOCCO. The LUMO energy comes out at 0.02829 Eh. As for the frontier orbital gap: 9.146 eV.

=====

--- R ---
A structure of composition C3H9N3O2. Source: the OMol25 dataset; level of theory: ωB97M-V/def2-TZVPD.

The geometry in ORCA input format:
```
! RIJCOSX wB97M-V def2-TZVPD def2/J DEFGRID3
* xyz 0 1
C 0.141 -0.924 0.348
C -0.870 0.147 -1.580
N -0.250 0.331 -0.267
N -0.944 1.170 0.620
C 1.192 -0.777 1.351
N 2.324 -0.251 0.466
O -2.312 0.756 0.876
O 1.429 -1.370 2.363
H -2.809 0.800 0.044
H -1.005 2.088 0.180
H 3.241 -0.471 0.836
H 2.248 0.732 0.235
H 1.365 -0.993 -0.351
H -0.693 -1.549 0.672
H -0.138 -0.289 -2.257
H -1.744 -0.518 -1.555
H -1.171 1.118 -1.981
*
```

The LUMO energy comes out at 0.02297 Eh. As for the frontier orbital gap: 9.559 eV.

=====

So which one is most stable? That would be P, about 3.309 eV below the next structure.

=====

--- P ---
A cluster of 2 separate species, C6H15N2 in total. Source: the OMol25 dataset; level of theory: ωB97M-V/def2-TZVPD.

The geometry in ORCA input format:
```
! RIJCOSX wB97M-V def2-TZVPD def2/J DEFGRID3
* xyz 1 1
C 2.956 -1.697 0.286
C 1.774 -1.364 -0.654
C 1.073 -0.095 -0.338
C -0.202 -0.307 0.186
N -1.194 0.550 0.191
C -2.466 0.127 0.601
C -3.541 0.642 -0.397
N 2.482 -1.762 1.668
H 3.380 -2.668 0.025
H 3.750 -0.969 0.095
H 1.059 -2.182 -0.714
H 2.257 -1.337 -1.637
H 1.315 0.807 -0.895
H -0.454 -1.238 0.697
H -0.069 6.365 -1.527
H -2.633 -0.956 0.702
H -2.758 0.536 1.572
H -3.531 1.724 -0.460
H -4.492 0.292 0.002
H -3.417 0.228 -1.395
H -0.050 6.217 -2.224
H 3.125 -1.675 2.439
H 1.636 -1.237 1.776
*
```

The LUMO energy comes out at -0.28033 Eh. As for the frontier orbital gap: 5.545 eV.

=====

--- Q ---
A cluster of 2 separate species, C6H15N2 in total. Source: the OMol25 dataset; level of theory: ωB97M-V/def2-TZVPD.

The geometry in ORCA input format:
```
! RIJCOSX wB97M-V def2-TZVPD def2/J DEFGRID3
* xyz 1 1
C 0.313 -1.574 0.242
C 1.164 -2.594 0.107
N 2.270 -2.809 0.903
N -0.850 -1.577 -0.604
H 0.447 -0.674 0.807
H 1.011 -3.333 -0.672
H 2.963 -3.443 0.521
H 2.646 -2.058 1.453
H -0.879 -0.733 -1.186
H -1.744 -1.642 -0.097
H -0.803 -2.346 -1.259
C -1.694 1.564 -1.064
C -1.044 1.419 0.306
C 0.426 1.748 0.240
C 0.928 2.790 0.941
H -1.377 0.916 -1.924
H -2.755 1.280 -1.049
H -1.609 2.596 -1.466
H -1.287 0.443 0.763
H -1.484 2.176 0.981
H 1.075 1.220 -0.476
H 1.945 3.159 0.942
H 0.340 3.471 1.591
*
```

The LUMO energy comes out at -0.12071 Eh. As for the frontier orbital gap: 9.666 eV.

=====

So which one is most stable? That would be Q, about 3.049 eV below the next structure.

=====

--- P ---
The ion C6H15N2 with charge +1. Source: the OMol25 dataset; level of theory: ωB97M-V/def2-TZVPD.

The geometry in ORCA input format:
```
! RIJCOSX wB97M-V def2-TZVPD def2/J DEFGRID3
* xyz 1 1
C -1.792 -0.118 1.457
C -0.975 0.231 0.240
C -0.516 1.480 0.039
N -0.482 2.466 1.016
C -0.880 -0.802 -0.855
C 0.432 -0.783 -1.632
C 1.609 -1.291 -0.806
N 1.940 -0.314 0.331
H -2.702 0.486 1.489
H -1.305 0.001 2.430
H -2.152 -1.146 1.411
H -0.107 1.735 -0.927
H -0.616 3.406 0.679
H -0.919 2.223 1.888
H -1.693 -0.771 -1.594
H -0.996 -1.812 -0.461
H 0.739 0.147 -2.114
H 0.430 -1.442 -2.502
H 1.405 -2.274 -0.419
H 2.530 -1.319 -1.355
H 1.347 -0.317 1.165
H 1.783 0.621 -0.059
H 2.921 -0.407 0.579
*
```

Its SMILES is C/C(=C\N)CCC[NH3+]. The LUMO energy comes out at -0.11854 Eh. As for the frontier orbital gap: 8.439 eV.

=====

--- Q ---
The ion C6H15N2 with charge +1. Source: the OMol25 dataset; level of theory: ωB97M-V/def2-TZVPD.

The geometry in ORCA input format:
```
! RIJCOSX wB97M-V def2-TZVPD def2/J DEFGRID3
* xyz 1 1
C 2.683 -0.339 -0.473
C 1.627 0.361 -0.902
C 0.385 -0.442 -1.109
C -0.836 0.157 -0.373
C -1.898 -0.908 -0.208
N -1.313 1.330 -1.106
C -0.392 0.744 1.004
N 0.551 -0.181 1.777
H 3.642 0.180 -0.365
H 2.652 -1.415 -0.430
H 1.462 1.430 -0.804
H 0.579 -1.449 -0.621
H 0.084 -0.327 -2.195
H -2.777 -0.533 0.418
H -1.648 -1.751 0.424
H -2.160 -1.359 -1.155
H -2.018 0.938 -1.715
H -1.616 2.013 -0.565
H 0.110 1.732 0.864
H -1.334 0.954 1.741
H 0.832 0.256 2.661
H 1.415 -0.260 1.330
H -0.028 -1.131 1.801
*
```

Its SMILES is C=CC[C@](C)(N)C[NH3+]. The LUMO energy comes out at -0.13010 Eh. As for the frontier orbital gap: 9.845 eV.

=====

So which one is most stable? That would be P, about 1.705 eV below the next structure.

=====

--- P ---
The ion C6H15N2 with charge +1. Source: the OMol25 dataset; level of theory: ωB97M-V/def2-TZVPD.

The geometry in ORCA input format:
```
! RIJCOSX wB97M-V def2-TZVPD def2/J DEFGRID3
* xyz 1 1
C 2.536 0.334 -0.233
C 1.344 -0.344 -0.833
N 0.202 -0.174 0.253
N 0.425 -0.427 1.642
C -0.768 -1.205 -0.177
C -2.103 -0.445 -0.449
C -1.923 1.002 0.092
C -0.365 1.217 0.164
H 2.307 1.456 -0.113
H 2.848 -0.077 0.691
H 3.368 0.097 -0.889
H 1.648 -1.337 -0.963
H 1.044 0.189 -1.649
H 0.015 -1.293 1.968
H 1.391 -0.281 1.862
H -1.055 -1.875 0.516
H -0.636 -1.774 -1.141
H -3.056 -0.811 -0.116
H -2.362 -0.295 -1.584
H -2.496 1.781 -0.506
H -2.270 1.016 1.163
H -0.124 1.629 -0.819
H 0.032 1.617 1.121
*
```

Its SMILES is CC[N+]1(N)CCCC1. The LUMO energy comes out at -0.09825 Eh. As for the frontier orbital gap: 12.392 eV.

=====

--- Q ---
A cluster of 2 separate species, C6H15N2 in total. Source: the OMol25 dataset; level of theory: ωB97M-V/def2-TZVPD.

The geometry in ORCA input format:
```
! RIJCOSX wB97M-V def2-TZVPD def2/J DEFGRID3
* xyz 1 1
C 3.017 -0.086 -0.162
C 2.013 0.384 0.942
C 0.788 -0.353 0.863
C -0.387 0.237 0.375
N -1.374 -0.409 -0.098
C -2.378 0.331 -0.773
C -3.727 0.075 -0.092
N 2.432 0.080 -1.463
H 3.882 0.572 -0.117
H 3.343 -1.107 0.042
H 1.892 1.464 0.926
H 2.492 0.142 1.901
H 0.773 -1.392 1.194
H -0.354 1.318 0.201
H -1.259 -0.624 2.889
H -2.124 1.394 -0.813
H -2.447 -0.021 -1.804
H -4.097 -0.914 -0.350
H -4.414 0.782 -0.563
H -3.756 0.242 0.980
H -1.699 -1.177 3.119
H 2.988 0.139 -2.296
H 1.604 -0.489 -1.568
*
```

The LUMO energy comes out at -0.26228 Eh. As for the frontier orbital gap: 6.268 eV.

=====

--- R ---
A cluster of 2 separate species, C6H15N2 in total. Source: the OMol25 dataset; level of theory: ωB97M-V/def2-TZVPD.

The geometry in ORCA input format:
```
! RIJCOSX wB97M-V def2-TZVPD def2/J DEFGRID3
* xyz 1 1
C -0.265 0.653 1.464
C -0.780 1.215 0.357
C 1.376 -0.700 0.576
C -0.093 2.348 -0.319
C -2.121 0.886 -0.267
C -0.039 -2.681 0.203
N 2.399 -0.104 0.057
N 0.597 -1.457 -0.383
H 0.493 1.123 2.103
H -0.741 -0.121 2.118
H 1.003 2.303 -0.112
H -0.444 3.469 -0.079
H -0.192 2.355 -1.426
H -2.012 0.645 -1.309
H -2.755 1.777 -0.259
H -2.525 -0.088 0.205
H -0.767 -3.234 -0.434
H 0.635 -3.454 0.598
H -0.707 -2.427 1.014
H 3.000 0.321 0.687
H 2.855 -0.097 -0.943
H -0.061 -0.807 -0.707
H 1.166 -1.538 -1.357
*
```

The LUMO energy comes out at -0.12728 Eh. As for the frontier orbital gap: 8.562 eV.

=====

So which one is most stable? That would be P, about 1.286 eV below the next structure.